A single C21H39N5O5S molecule in a non-equilibrium geometry. Source: OMol25; level of theory: ωB97M-V/def2-TZVPD.

Output
- structure (SMILES) = CCOC(=O)N1CCN(S(=O)(=O)N2CCC[C@@H](C(=O)NCCCN3CCCCC3)C2)CC1
- F_max (eV Å⁻¹) = 1.06
- spin multiplicity = 1
- Kohn-Sham gap (eV) = 9.18
- HOMO (eV) = -8.5
- E_tot (Ha) = -1871.819041

Each line ends with the natural charge from an NBO analysis.
CARTESIAN COORDINATES (ANGSTROEM)
C -5.52 -0.62 0.92  -0.637
C -5.81 0.87 0.83  -0.067
O -4.61 1.64 0.71  -0.529
C -4.08 1.71 -0.54  0.892
O -4.56 1.17 -1.51  -0.663
N -2.99 2.51 -0.58  -0.450
C -2.26 2.91 0.61  -0.244
C -1.12 1.92 0.86  -0.248
N -0.28 1.75 -0.31  -0.686
S 0.92 2.91 -0.45  2.451
O 1.59 2.64 -1.69  -0.960
O 0.43 4.24 -0.23  -0.951
N 1.81 2.47 0.88  -0.682
C 2.71 3.48 1.41  -0.227
C 4.02 3.55 0.63  -0.421
C 4.68 2.18 0.57  -0.385
C 3.71 1.19 -0.08  -0.347
C 4.22 -0.24 -0.11  0.695
O 4.96 -0.71 0.73  -0.631
N 3.72 -0.96 -1.14  -0.618
C 3.82 -2.40 -1.24  -0.226
C 2.44 -3.04 -1.14  -0.433
C 1.83 -2.87 0.27  -0.195
N 0.40 -3.05 0.38  -0.453
C -0.40 -2.03 -0.26  -0.228
C -1.84 -2.13 0.25  -0.397
C -2.41 -3.51 -0.05  -0.400
C -1.49 -4.57 0.55  -0.401
C -0.07 -4.38 0.04  -0.218
C 2.41 1.17 0.75  -0.231
C -1.01 1.47 -1.53  -0.246
C -2.15 2.47 -1.76  -0.242
H -6.44 -1.17 1.10  0.216
H -4.82 -0.82 1.73  0.207
H -5.08 -0.97 -0.01  0.225
H -6.46 1.07 -0.03  0.200
H -6.28 1.23 1.74  0.187
H -2.94 2.94 1.46  0.238
H -1.84 3.90 0.43  0.225
H -0.47 2.26 1.67  0.235
H -1.53 0.93 1.12  0.208
H 2.17 4.43 1.37  0.237
H 2.90 3.22 2.46  0.200
H 4.69 4.27 1.12  0.218
H 3.81 3.90 -0.38  0.209
H 5.60 2.23 -0.02  0.218
H 4.94 1.82 1.57  0.215
H 3.46 1.53 -1.09  0.237
H 3.09 -0.50 -1.78  0.394
H 4.46 -2.72 -0.42  0.232
H 4.29 -2.66 -2.19  0.196
H 2.52 -4.10 -1.38  0.211
H 1.78 -2.58 -1.88  0.192
H 2.05 -1.86 0.62  0.192
H 2.31 -3.57 0.95  0.198
H 0.02 -1.05 -0.02  0.201
H -0.41 -2.14 -1.36  0.157
H -2.45 -1.35 -0.22  0.203
H -1.84 -1.96 1.33  0.202
H -3.42 -3.60 0.36  0.210
H -2.47 -3.65 -1.13  0.194
H -1.85 -5.57 0.30  0.206
H -1.49 -4.47 1.64  0.203
H 0.60 -5.11 0.50  0.201
H -0.05 -4.55 -1.05  0.158
H 1.66 0.53 0.28  0.231
H 2.63 0.79 1.75  0.218
H -0.29 1.51 -2.35  0.242
H -1.42 0.46 -1.46  0.207
H -2.77 2.17 -2.61  0.248
H -1.74 3.47 -1.92  0.209

A molecular structure, C5H4Cl2CuF9O9S3 in a non-equilibrium geometry. Source: OMol25; level of theory: ωB97M-V/def2-TZVPD.

Output
- F_max (eV Å⁻¹) = 1.55
- spin multiplicity = 2
- charge = -1
- Kohn-Sham gap (alpha / beta) (eV) = 10.23 / 7.68
- HOMO (alpha / beta) (eV) = -7.6 / -7.6
- E_tot (Ha) = -5524.463368

Each line ends with the Löwdin spin population.
CARTESIAN COORDINATES (ANGSTROEM)
Cu -0.87 0.59 -0.14  0.794
C -1.61 4.35 0.97  0.000
F -0.90 5.24 1.69  0.000
F -2.33 3.64 1.81  0.000
F -2.41 5.03 0.17  0.000
S -0.49 3.29 0.00  0.002
O 0.02 2.25 0.92  0.043
O -1.39 2.60 -0.93  -0.001
O 0.44 4.19 -0.57  0.005
C -3.72 -2.16 -1.04  0.000
F -4.04 -2.62 -2.26  0.000
F -4.82 -2.16 -0.29  0.001
F -2.82 -2.98 -0.50  0.000
S -3.05 -0.46 -1.19  0.005
O -1.66 -0.63 -1.66  0.058
O -3.94 0.24 -2.04  0.010
O -2.91 0.05 0.19  0.035
C 3.01 -0.67 -1.95  0.003
F 4.34 -0.63 -2.05  0.001
F 2.50 -0.52 -3.17  0.000
F 2.68 -1.90 -1.51  0.000
S 2.43 0.64 -0.81  0.005
O 2.93 0.21 0.48  -0.001
O 2.98 1.83 -1.37  0.002
O 0.98 0.47 -0.98  0.038
Cl 0.22 -1.47 1.20  -0.002
C 1.31 -2.82 1.56  -0.001
C 2.50 -2.35 2.36  0.000
Cl 2.02 -1.67 3.95  0.000
H 1.66 -3.21 0.61  0.000
H 0.74 -3.57 2.11  0.000
H 3.07 -1.60 1.82  0.000
H 3.15 -3.19 2.61  0.000

A gas-phase ion, C8H15N2O (charge +1) in a non-equilibrium geometry. Source: OMol25; level of theory: ωB97M-V/def2-TZVPD.

Output
- structure (SMILES) = C[C@H]1C=C2[NH2+]CCN2[C@H](O)C1
- F_max (eV Å⁻¹) = 5.20
- spin multiplicity = 1
- charge = +1
- Kohn-Sham gap (eV) = 8.70
- HOMO (eV) = -12.1
- E_tot (Ha) = -498.270029

Each line ends with the natural charge from an NBO analysis.
CARTESIAN COORDINATES (ANGSTROEM)
C 3.12 0.73 0.15  -0.586
C 1.79 0.05 -0.39  -0.253
C 0.94 -0.37 0.82  -0.233
C -0.44 -0.20 0.89  0.273
N -1.34 -0.70 1.92  -0.532
C -2.72 -0.78 1.19  -0.222
C -2.49 -0.51 -0.22  -0.268
N -1.20 0.21 -0.19  -0.425
C -0.47 0.41 -1.40  0.244
O -0.47 -0.80 -2.02  -0.702
C 0.90 1.00 -1.18  -0.441
H 3.11 1.80 -0.01  0.217
H 3.94 0.30 -0.29  0.228
H 3.04 0.59 1.25  0.210
H 1.88 -0.90 -1.01  0.231
H 1.54 -0.75 1.66  0.227
H -1.10 -1.62 2.23  0.449
H -1.34 0.02 2.74  0.464
H -3.32 0.03 1.78  0.240
H -3.23 -1.78 1.49  0.257
H -2.44 -1.40 -0.84  0.233
H -3.20 0.20 -0.74  0.251
H -1.03 1.23 -1.85  0.175
H 0.14 -0.80 -2.72  0.486
H 1.03 2.01 -0.66  0.242
H 1.27 1.27 -2.20  0.234

A single C4H5NO2 molecule in a non-equilibrium geometry. Source: OMol25; level of theory: ωB97M-V/def2-TZVPD.

Output
- structure (SMILES) = O=C[C@@H]1N=C1CO
- F_max (eV Å⁻¹) = 1.04
- spin multiplicity = 1
- Kohn-Sham gap (eV) = 10.38
- HOMO (eV) = -10.0
- E_tot (Ha) = -360.545746

Each line ends with the natural charge from an NBO analysis.
CARTESIAN COORDINATES (ANGSTROEM)
O -2.28 -1.51 -1.32  -0.494
C -2.18 -0.39 -0.90  0.400
C -0.87 0.24 -0.61  -0.280
N 0.30 -0.75 -1.00  -0.254
C 0.25 -0.26 0.15  0.232
C 1.23 0.28 1.12  -0.110
O 2.46 -0.40 1.12  -0.683
H -3.06 0.28 -0.83  0.114
H -0.82 1.31 -0.86  0.194
H 0.83 0.29 2.14  0.212
H 1.33 1.33 0.79  0.191
H 2.78 -0.44 0.21  0.479

Q: F_max of number 4 (C4H5NO2)?
A: 1.04 eV Å⁻¹

Q: Which formula does entry 3 have?
A: C8H15N2O

Q: Among the records above, which one has the highest spin multiplicity?
A: C5H4Cl2CuF9O9S3

Q: What is the formula in the first record?
A: C21H39N5O5S